Run w
The following is a DFT calculation (ωB97M-V with the def2-TZVPD basis set) of an isolated molecule of CH2N2O2.

Each line ends with the natural charge from an NBO analysis.
Atoms and positions in Å:
H -1.677 1.018 0.494  0.360
N -0.745 0.756 0.295  -0.712
C -0.575 -0.387 -0.155  0.392
O 0.598 -0.904 -0.289  -0.410
N 1.702 -0.213 0.323  0.400
O 1.935 0.883 -0.118  -0.190
H -1.238 -1.153 -0.551  0.160

total charge	0
HOMO-LUMO gap	9.550	eV

Run x
The following is a DFT calculation (ωB97M-V with the def2-TZVPD basis set) of a cluster of 2 separate species, CH2N2O2 in total.

Each line ends with the natural charge from an NBO analysis.
Atoms and positions in Å:
O 1.261 1.941 -0.550  -0.354
N 0.941 2.061 0.637  0.365
O -0.174 1.524 1.086  -0.515
H -0.599 0.729 0.557  0.491
C -0.497 -2.091 -0.554  0.120
N -0.299 -1.310 0.239  -0.371
H -0.632 -2.855 -1.415  0.265

total charge	0
HOMO-LUMO gap	10.736	eV

Run y
The following is a DFT calculation (ωB97M-V with the def2-TZVPD basis set) of an isolated molecule of CH2N2O2.

Each line ends with the natural charge from an NBO analysis.
Atoms and positions in Å:
C 1.264 -0.106 -0.048  -0.006
N 0.025 0.491 0.545  -0.267
N -1.202 0.147 0.082  0.589
O -1.997 -0.036 0.968  -0.345
O -1.409 0.141 -1.105  -0.380
H 2.189 0.211 0.377  0.211
H 1.132 -0.848 -0.819  0.199

total charge	0
HOMO-LUMO gap (alpha / beta)	9.323 / 9.324	eV

On energetic grounds, run w is preferred over the next structure by 1.5 kcal/mol.

Run w
The following is a DFT calculation (ωB97M-V with the def2-TZVPD basis set) of a cluster of 2 separate species, CH3N3O2S in total.

Each line ends with the natural charge from an NBO analysis.
Atoms and positions in Å:
C -0.037 0.510 -0.201  -0.048
N 0.580 -1.655 0.639  -0.370
N -1.203 1.060 0.119  -0.537
N -2.425 0.266 -0.114  0.658
O -2.285 -0.630 -0.892  -0.330
O -3.370 0.617 0.490  -0.338
S 1.491 1.210 -0.187  0.140
H -0.212 -2.015 0.191  0.240
H -1.300 1.816 0.923  0.403
H 2.200 0.123 -0.872  0.180

total charge	0
HOMO-LUMO gap (alpha / beta)	7.959 / 7.959	eV

Run x
The following is a DFT calculation (ωB97M-V with the def2-TZVPD basis set) of a cluster of 2 separate species, CH3N3O2S in total.

Each line ends with the natural charge from an NBO analysis.
Atoms and positions in Å:
N 2.843 0.253 -0.079  -0.119
N 2.262 -0.655 0.053  0.457
O 1.697 -1.641 0.053  -0.337
O -0.257 1.975 0.024  -0.558
N -0.352 0.587 -0.210  -0.210
C -1.434 0.091 0.211  -0.124
S -2.046 -1.502 -0.010  0.068
H 0.672 2.013 0.147  0.473
H -2.217 0.786 0.764  0.203
H -1.167 -1.908 -0.954  0.147

total charge	0
HOMO-LUMO gap	10.101	eV

On energetic grounds, run x is preferred over the next structure by 138.4 kcal/mol.

Run w
The following is a DFT calculation (ωB97M-V with the def2-TZVPD basis set) of an isolated molecule of CH4N2OS.

Each line ends with the natural charge from an NBO analysis.
Atoms and positions in Å:
O 0.443 -0.634 -1.725  -0.538
N -0.350 -1.238 -0.796  -0.135
C -0.289 -0.836 0.414  0.130
N 0.369 0.340 0.852  -0.800
S 0.244 1.789 0.002  0.197
H 1.087 -0.028 -1.281  0.454
H -0.719 -1.511 1.126  0.199
H 0.242 0.399 1.834  0.392
H -1.028 1.719 -0.425  0.100

total charge	0
HOMO-LUMO gap	9.707	eV

Run x
The following is a DFT calculation (ωB97M-V with the def2-TZVPD basis set) of an isolated molecule of CH4N2OS.

Each line ends with the natural charge from an NBO analysis.
Atoms and positions in Å:
N 0.749 0.142 0.914  -0.795
C 0.182 0.776 -0.151  0.275
S 0.439 2.256 -1.022  -0.251
N -0.792 -0.051 -0.639  -0.376
O -0.281 -1.419 -0.503  -0.560
H 1.485 0.578 1.560  0.426
H 0.034 -0.735 1.486  0.411
H -0.915 0.321 -1.654  0.409
H -0.902 -1.869 0.008  0.462

total charge	0
HOMO-LUMO gap	8.502	eV

On energetic grounds, run w is preferred over the next structure by 13.2 kcal/mol.

Run w
The following is a DFT calculation (ωB97M-V with the def2-TZVPD basis set) of an isolated molecule of CH4N2OS.

Each line ends with the natural charge from an NBO analysis.
Atoms and positions in Å:
O 0.688 -2.417 0.478  -0.573
N -0.458 -1.755 0.041  -0.349
C -0.022 -0.403 -0.251  0.218
N -0.671 0.555 0.226  -0.532
S 0.159 2.049 -0.290  0.124
H 0.651 -3.192 -0.134  0.475
H -1.083 -1.712 0.894  0.353
H 0.905 -0.536 -0.837  0.176
H -0.482 2.807 0.531  0.109

total charge	0
HOMO-LUMO gap	9.740	eV

Run x
The following is a DFT calculation (ωB97M-V with the def2-TZVPD basis set) of an isolated molecule of CH4N2OS.

Each line ends with the natural charge from an NBO analysis.
Atoms and positions in Å:
O -2.620 -0.237 -0.063  -0.585
N -1.251 -0.444 0.127  -0.195
C -0.665 0.679 -0.024  0.189
N 0.711 0.862 0.122  -0.743
S 1.842 -0.434 -0.114  0.170
H -3.038 -1.087 0.067  0.476
H -1.261 1.577 -0.184  0.184
H 1.105 1.681 -0.251  0.392
H 2.456 -0.337 1.091  0.112

total charge	0
HOMO-LUMO gap	9.475	eV

On energetic grounds, run x is preferred over the next structure by 11.3 kcal/mol.